Entry from the Open Molecules 2025 dataset: C9H7Br3O as an isolated structure at a distorted geometry (wB97M-V/def2-TZVPD).

Geometry as ORCA input:
```
! RIJCOSX wB97M-V def2-TZVPD def2/J DEFGRID3
* xyz 0 1
C 2.057 0.917 -0.012
C 1.046 1.590 -0.523
C 1.848 -0.440 0.476
C -0.184 1.115 -0.695
C 0.626 -0.988 0.253
C -0.418 -0.231 -0.240
C -3.151 -0.469 0.038
C -1.734 -0.745 -0.357
C -1.458 -1.367 -2.528
O -2.465 -1.758 0.135
Br -0.498 -3.022 -2.374
Br -3.050 -1.711 -3.550
Br -0.348 -0.114 -3.495
H 3.024 1.353 0.119
H 1.212 2.636 -0.922
H 2.559 -1.082 0.842
H -0.939 1.719 -1.087
H 0.625 -2.011 0.634
H -3.624 -0.160 1.031
H -3.900 -0.402 -0.725
*
```

E_tot (eV): -221616.763
Frontier orbital gap (spin up / spin down) (eV): 7.861 / 7.863
HOMO level (spin up / spin down) (Ha): -0.30530 / -0.30533

=====

Entry from the Open Molecules 2025 dataset: C9H7BrN2O2 as an isolated structure at a distorted geometry (wB97M-V/def2-TZVPD).

Geometry as ORCA input:
```
! RIJCOSX wB97M-V def2-TZVPD def2/J DEFGRID3
* xyz 0 1
C 2.954 0.831 0.038
C 2.357 -0.295 -0.648
C 2.085 1.863 0.552
C 0.970 -0.413 -0.663
C 0.731 1.691 0.473
C 0.132 0.585 -0.166
C -1.635 -0.538 1.416
C -2.152 -1.787 -0.582
C -1.333 0.382 -0.267
N -2.040 -1.678 0.820
N -1.842 -0.592 -1.088
O -1.464 -0.035 2.425
O -2.467 -2.751 -1.143
Br -2.366 2.104 -0.454
H 3.995 0.856 -0.018
H 3.069 -1.074 -0.912
H 2.548 2.804 0.843
H 0.520 -1.345 -0.981
H 0.069 2.387 0.957
H -2.174 -2.469 1.494
H -1.959 -0.526 -2.095
*
```

E_tot (eV): -86563.688
ΔE to the lowest compared entry with this formula, charge and spin (kJ/mol): 41.4
Frontier orbital gap (eV): 9.049
HOMO level (Ha): -0.31948

=====

Entry from the Open Molecules 2025 dataset: C9H7CeClO3 as an isolated structure at a distorted geometry (wB97M-V/def2-TZVPD).

Geometry as ORCA input:
```
! RIJCOSX wB97M-V def2-TZVPD def2/J DEFGRID3
* xyz 2 1
Cl -0.902 -2.359 2.003
C -1.373 -0.417 -1.925
C -1.178 0.983 -1.615
C -1.987 1.300 -0.491
H -0.552 1.683 -2.170
C -2.701 0.107 -0.088
C -2.321 -0.941 -0.991
H -2.670 -1.968 -0.897
H -0.902 -0.971 -2.738
H -2.041 2.255 0.044
C -3.604 -0.010 1.099
Ce -0.337 -0.469 0.342
C 0.921 1.520 1.536
O 1.528 2.300 2.142
C 1.807 -2.354 0.736
O 2.114 -3.348 1.210
H -3.399 0.787 1.822
H -3.464 -0.964 1.630
H -4.662 0.087 0.824
O 3.359 0.344 -0.293
C 2.208 0.233 -0.237
*
```

E_tot (eV): -41021.480
Frontier orbital gap (spin up / spin down) (eV): 7.400 / 7.391
HOMO level (spin up / spin down) (Ha): -0.66154 / -0.66161

=====

Entry from the Open Molecules 2025 dataset: C9H7FeN2O5 as an isolated structure at a distorted geometry (wB97M-V/def2-TZVPD).

Geometry as ORCA input:
```
! RIJCOSX wB97M-V def2-TZVPD def2/J DEFGRID3
* xyz 1 5
O -2.070 -2.542 -4.444
C -1.496 -2.204 -3.515
Fe -0.104 0.154 -0.169
C 0.984 0.086 1.376
O 2.024 -0.176 1.859
C -0.756 1.756 -0.003
O -1.182 2.837 -0.092
C -1.565 -0.795 0.362
O -2.509 -1.243 0.877
C 1.195 0.541 -1.355
O 1.954 1.035 -2.083
H -1.004 -0.020 -1.454
C -0.515 -1.731 3.545
C -0.565 -0.273 3.632
N -0.295 0.624 2.699
C -0.434 1.875 3.257
C -0.845 1.726 4.552
N -0.900 0.361 4.779
H 0.244 -2.126 4.233
H -1.500 -2.128 3.820
H -0.278 -2.033 2.522
H -0.284 2.772 2.685
H -1.076 2.465 5.295
H -1.181 -0.136 5.619
*
```

E_tot (eV): -57037.388
ΔE to the lowest compared entry with this formula, charge and spin (kJ/mol): 82.5
Frontier orbital gap (spin up / spin down) (eV): 5.043 / 6.734
HOMO level (spin up / spin down) (Ha): -0.31583 / -0.50956
Expectation value of S²: 6.0494

=====

Entry from the Open Molecules 2025 dataset: C9H7GaN5S3Se2Te2 as an isolated structure at a distorted geometry (wB97M-V/def2-TZVPD).

Geometry as ORCA input:
```
! RIJCOSX wB97M-V def2-TZVPD def2/J DEFGRID3
* xyz -1 1
Ga 0.636 1.085 1.890
S 0.901 -1.074 1.417
C 0.850 -0.985 -0.332
C 1.800 -1.811 -0.937
C 1.851 -1.989 -2.338
C 2.628 -2.991 -2.977
N 3.325 -3.768 -3.468
C 0.965 -1.180 -3.122
C 0.016 -0.376 -2.538
C -0.127 -0.394 -1.156
S 0.170 2.508 0.208
C 0.982 -1.358 -4.554
N 0.990 -1.535 -5.696
H 2.462 -2.391 -0.282
H -0.775 0.060 -3.161
N -1.535 1.025 2.278
N -2.380 1.725 1.361
C -1.600 1.882 0.138
N -2.335 2.849 -0.654
S -1.731 0.130 -0.575
H -1.703 0.024 2.157
H -1.713 1.291 3.246
H -2.466 2.628 1.781
H -1.712 3.232 -1.334
H -3.129 2.423 -1.108
Se 1.129 1.988 4.039
Te 2.571 0.218 5.079
Te 0.935 -1.778 6.002
Se -1.006 -1.439 4.635
*
```

E_tot (eV): -247062.192
Frontier orbital gap (eV): 4.656
HOMO level (Ha): -0.12445

=====

Entry from the Open Molecules 2025 dataset: an isolated ion of composition C9H7IN and charge +1 at a distorted geometry (wB97M-V/def2-TZVPD).

Geometry as ORCA input:
```
! RIJCOSX wB97M-V def2-TZVPD def2/J DEFGRID3
* xyz 1 1
C -2.101 -1.454 -0.052
C -2.416 -0.080 -0.216
C -0.818 -1.792 0.130
C -1.428 0.831 -0.206
C 0.193 -0.843 0.109
C -0.067 0.560 -0.036
C 1.573 -1.388 0.147
C 2.706 -0.815 0.198
C 1.259 2.575 0.273
N 1.007 1.355 -0.018
I 4.384 0.134 0.014
H -2.950 -2.150 -0.100
H -3.314 0.216 -0.716
H -0.549 -2.766 0.134
H -1.804 1.878 -0.407
H 1.626 -2.417 0.161
H 2.208 2.962 0.139
H 0.491 3.193 0.445
*
```

E_tot (eV): -19025.682
ΔE to the lowest compared entry with this formula, charge and spin (kJ/mol): 509.9
Frontier orbital gap (eV): 6.713
HOMO level (Ha): -0.46146

=====

Entry from the Open Molecules 2025 dataset: one molecule with the formula C9H7NO at a distorted geometry (wB97M-V/def2-TZVPD).

Geometry as ORCA input:
```
! RIJCOSX wB97M-V def2-TZVPD def2/J DEFGRID3
* xyz 0 1
C -2.773 -0.734 -0.678
C -1.811 -1.129 -1.583
C -0.525 -0.660 -1.328
C -0.248 -0.005 -0.056
C 1.200 0.264 0.212
N 2.241 0.167 -0.551
C 3.231 0.679 0.187
C 2.854 0.993 1.442
O 1.520 0.804 1.489
C -1.246 0.300 0.759
C -2.525 -0.075 0.521
H -3.968 -1.088 -1.027
H -2.145 -1.500 -2.431
H 0.498 -0.893 -2.075
H 4.395 0.621 -0.232
H 3.474 1.410 2.234
H -0.836 0.691 1.849
H -3.336 0.153 1.268
*
```

E_tot (eV): -12981.202
ΔE to the lowest compared entry with this formula, charge and spin (kJ/mol): 286.3
Frontier orbital gap (eV): 9.119
HOMO level (Ha): -0.31427
SMILES: c1ccc(-c2ncco2)cc1

=====

Entry from the Open Molecules 2025 dataset: one molecule with the formula C9H7O2P at a distorted geometry (wB97M-V/def2-TZVPD).

Geometry as ORCA input:
```
! RIJCOSX wB97M-V def2-TZVPD def2/J DEFGRID3
* xyz 0 1
O -4.936 0.610 -0.839
P -4.034 0.504 0.284
O -2.919 -0.582 -0.226
C -1.872 -0.965 0.564
C -1.184 -2.275 0.020
C 0.036 -1.962 -0.455
C 0.354 -0.545 -0.236
C 1.528 0.113 -0.515
C 1.538 1.479 -0.310
C 0.300 2.146 -0.121
C -0.878 1.417 0.196
C -0.764 0.061 0.328
H -2.088 -0.950 1.578
H -1.867 -3.042 0.115
H 0.512 -2.807 -0.862
H 2.337 -0.322 -0.846
H 2.522 1.904 -0.539
H 0.328 3.267 -0.205
H -1.806 1.854 0.361
*
```

E_tot (eV): -22829.058
Frontier orbital gap (eV): 8.425
HOMO level (Ha): -0.31818
SMILES: O=PO[C@H]1C=Cc2ccccc21

=====

Entry from the Open Molecules 2025 dataset: one molecule with the formula C9H8 at a distorted geometry (wB97M-V/def2-TZVPD).

Geometry as ORCA input:
```
! RIJCOSX wB97M-V def2-TZVPD def2/J DEFGRID3
* xyz 0 3
C -0.583 -2.327 -1.092
C 2.710 0.586 -0.438
C -0.554 -1.497 -0.251
C 1.938 0.105 0.375
C -1.215 1.375 -0.135
C -0.927 1.306 -1.373
C -1.446 0.452 0.980
C -0.498 -0.579 0.749
C 0.915 -0.419 1.286
H -0.353 -2.596 -2.090
H 3.421 0.873 -1.076
H -0.918 0.366 -1.947
H -0.818 2.152 -1.979
H -1.144 1.070 1.853
H -2.567 0.335 1.194
H 1.165 -1.484 1.794
H 0.875 0.282 2.150
*
```

E_tot (eV): -9453.363
ΔE to the lowest compared entry with this formula, charge and spin (kJ/mol): 391.9
Frontier orbital gap (spin up / spin down) (eV): 8.342 / 8.442
HOMO level (spin up / spin down) (Ha): -0.26983 / -0.35021
Expectation value of S²: 2.0310

=====

Entry from the Open Molecules 2025 dataset: one molecule with the formula C9H8Br2O2S at a distorted geometry (wB97M-V/def2-TZVPD).

Geometry as ORCA input:
```
! RIJCOSX wB97M-V def2-TZVPD def2/J DEFGRID3
* xyz 0 1
C 1.532 -1.423 1.213
C 2.822 -0.968 0.896
C 1.975 0.708 -0.457
C 0.660 0.340 -0.085
C 0.368 -0.768 0.674
C 3.046 0.083 0.063
C -0.464 1.115 -0.859
C -1.803 1.182 -0.069
C -2.998 0.589 -0.792
O -1.677 -2.058 2.146
O -1.612 -2.021 -0.352
S -1.396 -1.301 0.940
Br 4.849 0.513 -0.559
Br -1.795 2.505 1.187
H 1.330 -2.252 1.708
H 3.637 -1.535 1.198
H 2.041 1.532 -1.202
H -0.079 2.085 -1.083
H -0.590 0.476 -1.729
H -3.412 1.230 -1.500
H -3.835 0.281 -0.162
H -2.599 -0.311 -1.178
*
```

E_tot (eV): -164474.197
ΔE to the lowest compared entry with this formula, charge and spin (kJ/mol): 144.0
Frontier orbital gap (spin up / spin down) (eV): 7.965 / 6.719
HOMO level (spin up / spin down) (Ha): -0.33499 / -0.31566

=====

Entry from the Open Molecules 2025 dataset: one molecule with the formula C9H8BrFN2 at a distorted geometry (wB97M-V/def2-TZVPD).

Geometry as ORCA input:
```
! RIJCOSX wB97M-V def2-TZVPD def2/J DEFGRID3
* xyz 0 1
H 3.279 -0.877 1.814
N 2.462 -0.396 1.456
C 1.814 -0.858 0.527
Br 2.131 -2.519 -0.468
C 0.412 0.032 -0.121
N 0.607 1.172 -0.573
C 1.848 1.869 -0.612
C -0.894 -0.586 -0.070
C -1.192 -1.660 0.766
C -2.486 -2.144 0.838
C -3.471 -1.550 0.069
F -4.732 -2.011 0.153
C -3.198 -0.489 -0.782
C -1.907 -0.013 -0.846
H 1.823 2.551 -1.461
H 2.720 1.212 -0.681
H 1.934 2.459 0.303
H -0.420 -2.104 1.375
H -2.741 -2.967 1.488
H -3.990 -0.050 -1.368
H -1.656 0.817 -1.487
*
```

E_tot (eV): -85201.564
ΔE to the lowest compared entry with this formula, charge and spin (kJ/mol): 126.5
Frontier orbital gap (eV): 9.576
HOMO level (Ha): -0.33558
SMILES: [H]/N=C(Br)/C(=N\C)c1ccc(F)cc1

=====

What is the formula in the eighth record?
C9H7O2P